The following is a DFT calculation (the ωB97M-V functional and the def2-TZVPD basis) of a molecular structure, C13H47AgO13V.

Results
Multiplicity: 2
Lowest unoccupied orbital energy (spin up / spin down), Ha: -0.3590 / -0.4012
HOMO-LUMO gap (spin up / spin down), eV: 4.406 / 3.256
Charge: +2
E_HOMO (spin up / spin down), eV: -14.2 / -14.2

Positions of all 75 atoms, in Å:
O1 -1.61 3.20 -2.45
V1 -2.85 2.32 -2.27
O2 -2.85 1.05 -3.33
Ag1 -3.40 2.17 1.25
C1 0.22 1.97 0.09
C2 -0.67 0.86 -0.57
C3 -0.30 -0.55 -0.17
O3 -2.00 1.19 -0.40
H1 0.14 2.87 -0.53
H2 1.28 1.72 0.10
H3 -0.10 2.18 1.11
H4 -0.44 0.97 -1.64
H5 0.78 -0.60 -0.37
H6 -0.70 -1.28 -0.87
H7 -0.44 -0.83 0.87
C4 1.27 4.59 1.93
O4 0.15 4.55 2.79
H8 1.65 3.56 1.82
H9 1.02 4.84 0.90
H10 2.17 5.16 2.20
H11 -0.64 4.66 2.27
C5 -1.36 -2.41 -4.31
O5 -0.88 -3.74 -4.10
H12 -0.96 -2.04 -5.26
H13 -2.44 -2.52 -4.34
H14 -1.10 -1.77 -3.46
H15 -0.01 -3.82 -4.50
C6 -5.11 -0.74 2.18
O6 -4.29 0.01 1.27
H16 -6.13 -0.76 1.81
H17 -4.68 -1.73 2.34
H18 -5.04 -0.27 3.16
H19 -3.91 -0.59 0.58
C7 4.69 3.13 0.75
O7 5.82 2.76 1.53
H20 4.16 3.90 1.34
H21 4.99 3.53 -0.21
H22 3.99 2.28 0.63
H23 5.52 2.63 2.43
C8 -1.87 -0.05 3.24
O8 -2.58 1.21 3.24
H24 -2.08 -0.66 4.11
H25 -2.02 -0.67 2.36
H26 -0.81 0.21 3.24
H27 -2.70 1.41 4.18
C9 -0.98 -4.07 -0.47
O9 -1.08 -3.37 0.75
H28 -1.95 -4.53 -0.69
H29 -0.84 -3.44 -1.36
H30 -0.21 -4.84 -0.54
H31 -0.19 -2.98 0.88
C10 3.82 -0.83 -0.22
O10 4.13 -2.05 0.42
H32 3.65 -0.05 0.52
H33 4.65 -0.40 -0.78
H34 2.99 -0.89 -0.92
H35 4.59 -2.62 -0.21
C11 3.23 1.02 -2.53
O11 3.85 2.20 -2.99
H36 3.10 1.13 -1.45
H37 2.27 0.89 -3.04
H38 3.80 0.10 -2.71
H39 4.10 2.13 -3.92
C12 -3.91 -1.82 -1.79
O12 -3.43 -1.85 -0.44
H40 -4.95 -1.49 -1.80
H41 -3.37 -1.09 -2.40
H42 -3.81 -2.82 -2.22
H43 -2.74 -2.51 -0.38
C13 1.39 -1.40 2.47
O13 1.42 -2.27 1.35
H44 1.55 -0.35 2.21
H45 0.52 -1.63 3.08
H46 2.19 -1.69 3.16
H47 2.35 -2.39 1.05